Entry from the Open Molecules 2025 dataset: 2 unconnected molecules or ions with the total composition C61H74N5O (ωB97M-V/def2-TZVPD).

Geometry as XYZ:
```
141
Properties=species:S:1:pos:R:3:forces:R:3:mulliken_charge:R:1
C -2.680397 4.914837 -3.991610 0.26 0.48 -0.08 -1.03
N -2.345033 3.546280 -3.681435 -0.51 -0.58 0.09 0.25
C -3.327121 2.633390 -3.410221 -1.18 0.68 0.49 -0.04
O -4.521242 2.883924 -3.280097 1.67 -0.57 -0.31 -0.69
C -2.644055 1.280190 -3.228722 -0.74 0.41 0.73 0.06
C -2.996488 0.311129 -4.356309 0.28 -0.38 -0.36 -0.08
C -4.463201 -0.058668 -4.346936 -0.18 -0.14 -0.03 0.49
C -5.270512 0.203562 -5.459819 -0.02 0.13 0.44 -0.41
C -6.643891 -0.044646 -5.400216 0.12 -0.20 0.16 -0.64
C -7.204218 -0.600193 -4.242944 0.29 0.09 -0.02 -0.46
C -6.388940 -0.901575 -3.145030 0.24 -0.01 -0.16 -0.78
C -5.014677 -0.649243 -3.205595 -0.36 0.23 -0.23 -0.26
N -1.226720 1.667629 -3.172878 1.54 -2.01 0.86 0.94
C -0.310919 0.828295 -2.660285 -1.88 1.00 -0.50 -0.63
C 1.072222 0.934469 -2.829801 2.33 -0.19 0.23 -0.86
C 2.040411 0.284149 -2.056689 -1.68 -0.30 -2.30 1.17
C 3.431671 0.347228 -2.462977 1.15 0.61 -0.51 0.05
C 4.282794 -0.788242 -2.520230 -0.64 0.43 0.22 -0.29
C 5.579051 -0.674873 -3.000958 0.09 -0.16 -0.29 -0.96
C 6.029108 0.529793 -3.559855 -0.44 0.01 0.52 0.54
C 7.348025 0.626802 -4.123867 2.45 0.22 -0.91 -0.20
N 8.429963 0.720503 -4.563289 -2.53 -0.23 0.98 -0.47
C 5.197571 1.656025 -3.524077 0.07 0.22 -0.12 -1.17
C 3.938157 1.579848 -2.951445 -0.16 -0.54 -0.04 -0.12
C -1.013729 2.969327 -3.831733 0.04 0.85 -0.95 0.08
C -0.667091 2.773869 -5.315904 0.02 -0.18 -0.16 -1.32
C 0.024867 3.896581 -3.209782 -0.02 0.07 0.37 -1.63
H -3.764062 5.022626 -3.898352 0.23 -0.09 -0.03 0.41
H -2.191208 5.602821 -3.290338 -0.15 -0.11 -0.16 0.30
H -2.375052 5.174099 -5.014038 -0.11 -0.02 0.18 0.31
H -2.960470 0.862562 -2.258290 0.25 0.13 -0.31 0.42
H -2.732565 0.766712 -5.321664 -0.10 -0.25 0.25 0.17
H -2.374821 -0.590891 -4.229714 -0.10 0.20 -0.09 0.29
H -4.814126 0.640945 -6.351678 -0.24 -0.10 0.24 0.33
H -7.273046 0.197550 -6.258510 0.17 -0.13 0.28 0.37
H -8.274317 -0.803693 -4.196364 0.30 0.10 -0.01 0.38
H -6.813867 -1.332240 -2.236296 0.07 0.10 -0.33 0.38
H -4.364046 -0.876839 -2.356223 -0.30 0.00 -0.17 0.44
H -0.721647 -0.032608 -2.122328 0.00 0.28 -0.01 0.86
H 1.426168 1.536760 -3.676986 -0.14 -0.22 0.52 1.01
H 1.745224 -0.427273 -1.294859 0.00 0.28 0.14 0.01
H 3.883580 -1.771100 -2.257984 0.29 0.40 0.05 0.27
H 6.248488 -1.536923 -2.984684 -0.29 0.22 -0.11 0.49
H 5.543945 2.593531 -3.962532 -0.06 -0.28 0.21 0.48
H 3.306229 2.469738 -2.910579 0.27 -0.23 0.04 0.26
H -1.452402 2.216302 -5.839962 0.26 0.18 0.12 0.28
H -0.558090 3.757078 -5.793402 0.00 -0.32 0.11 0.48
H 0.279286 2.226620 -5.411558 -0.18 0.17 -0.10 0.22
H -0.258331 4.163419 -2.184133 0.16 -0.09 -0.27 0.47
H 1.017702 3.440789 -3.217070 -0.22 0.23 0.05 0.21
H 0.080653 4.817797 -3.809276 -0.10 -0.36 0.18 0.66
C 0.878511 2.584551 -0.212752 -0.03 -0.10 -0.41 -0.48
C 1.624149 3.003321 1.036313 0.02 -0.61 0.13 1.48
C 3.137840 2.828554 0.850339 0.23 0.08 -0.09 -1.73
C 1.358346 4.507753 1.228513 -0.18 0.14 0.33 -2.09
C 1.069080 2.234577 2.258090 0.34 -0.25 0.06 0.25
C 1.733547 2.355126 3.482287 -0.51 0.60 0.45 -0.22
C 1.046216 2.135633 4.675503 0.36 -0.37 0.06 -1.38
C -0.327203 1.912376 4.644585 0.13 0.91 -0.55 -0.01
C -1.014080 1.812108 3.422215 0.28 -0.04 0.71 1.01
C -2.536814 2.045573 3.444514 0.23 -0.70 0.18 1.93
C -3.239656 0.749094 3.844911 -0.50 -0.35 -0.08 -1.36
C -3.019402 2.624487 2.107026 -0.04 0.15 -0.07 -1.25
C -2.907167 3.083422 4.519312 0.10 0.17 0.02 -1.78
C -0.196878 1.573558 2.269699 0.27 0.05 0.74 -1.79
N -0.441670 0.446943 1.395137 -0.32 0.54 -0.82 1.82
C 0.516674 -0.585048 1.287660 1.54 0.11 0.02 0.19
C 1.851583 -0.390719 1.014384 -1.12 0.41 0.87 0.47
C 2.859641 -1.367691 1.462170 1.31 -0.46 0.20 -0.31
C 3.429907 -2.310966 0.587031 -0.31 0.21 0.60 1.19
C 4.119516 -3.413444 1.089514 0.26 0.20 0.09 -0.66
C 4.370055 -3.513160 2.460632 -0.23 0.05 -0.13 -0.73
C 3.983431 -2.475114 3.315558 0.20 0.15 -0.16 -0.35
C 3.282808 -1.377761 2.815414 -0.31 -0.29 -0.59 -0.11
N -0.160130 -1.799705 1.394560 -0.21 -0.22 -0.01 1.59
C 0.367086 -3.102110 1.783913 -0.23 -0.56 0.08 -1.14
C 0.496910 -3.433386 3.160830 -0.02 0.17 0.33 0.39
C -0.090764 -2.627824 4.354614 0.43 0.09 -0.25 2.44
C 0.651018 -2.951304 5.658850 0.01 -0.24 0.24 -2.14
C -1.571997 -3.005341 4.490391 -0.09 -0.25 -0.04 -1.83
C 0.036839 -1.130616 4.190794 -0.05 0.65 0.09 -0.82
C 1.085983 -4.653303 3.499894 -0.04 -0.17 -0.06 -0.13
C 1.337719 -5.629679 2.552528 -0.06 0.08 -0.06 -1.66
C 1.034849 -5.367971 1.230846 0.06 -0.12 0.19 -0.25
C 0.621142 -4.098689 0.814188 -0.02 -0.11 -0.33 0.35
C 0.444518 -3.980498 -0.721512 -0.05 -0.18 0.30 2.27
C 1.621972 -4.655588 -1.442504 0.23 -0.09 -0.10 -1.78
C 0.399855 -2.543575 -1.190505 0.11 0.44 -0.27 -0.70
C -0.843621 -4.709497 -1.110029 -0.16 -0.02 -0.01 -1.86
C -1.520440 -1.523899 1.252579 0.21 0.25 0.38 -1.27
C -1.687324 -0.190047 1.260044 -0.70 -0.37 -0.30 -1.93
H -0.155422 2.953482 -0.210987 0.11 -0.01 0.08 0.44
H 1.392610 2.986774 -1.091856 -0.13 0.03 0.16 1.10
H 0.834667 1.503480 -0.322342 0.01 0.26 0.09 -1.66
H 3.696371 3.345342 1.643095 -0.12 -0.17 -0.24 0.65
H 3.454098 1.781386 0.839161 0.07 0.22 0.03 0.04
H 3.434936 3.269303 -0.112782 0.01 0.00 0.25 0.43
H 1.927493 4.910619 2.077058 -0.16 -0.10 -0.19 0.43
H 1.654820 5.057338 0.322525 -0.01 -0.15 0.19 0.47
H 0.289667 4.699306 1.407430 0.26 -0.06 -0.01 0.36
H 2.779046 2.669943 3.510681 -0.39 0.12 -0.06 0.47
H 1.563930 2.221093 5.630829 -0.09 -0.16 -0.24 0.36
H -0.880762 1.852985 5.587220 0.16 0.26 -0.46 0.32
H -2.879990 0.409791 4.826426 -0.11 0.10 -0.21 0.24
H -4.324269 0.915667 3.905636 0.18 -0.07 0.08 0.60
H -3.060868 -0.057966 3.130473 -0.11 0.10 0.31 0.16
H -2.854313 3.710188 2.109186 -0.11 -0.20 -0.07 0.33
H -2.482122 2.237984 1.237335 -0.16 0.06 0.09 -0.10
H -4.092928 2.431343 1.988178 0.17 0.13 -0.08 0.33
H -2.367010 4.022107 4.352714 -0.05 -0.13 0.10 0.44
H -3.981457 3.295428 4.457050 0.15 -0.06 -0.03 0.43
H -2.700393 2.731166 5.535119 -0.09 0.09 -0.21 0.40
H 2.138449 0.643665 0.895211 -0.02 -0.30 0.14 -0.37
H 3.302909 -2.160023 -0.486063 -0.22 -0.38 0.45 -0.43
H 4.458491 -4.194268 0.405054 0.01 0.22 0.25 0.41
H 4.873143 -4.396229 2.856884 -0.12 0.27 -0.09 0.40
H 4.223747 -2.528228 4.379370 0.01 0.05 -0.32 0.46
H 3.016230 -0.522593 3.446407 -0.02 -0.48 -0.11 0.15
H 1.734366 -2.827417 5.524932 -0.21 -0.09 0.07 0.35
H 0.338975 -2.266205 6.456748 -0.04 -0.11 -0.24 0.37
H 0.437604 -3.965839 6.012884 0.14 0.18 0.01 0.53
H -2.127278 -2.767517 3.571743 0.11 -0.02 0.26 0.22
H -1.668202 -4.083547 4.677781 -0.06 0.22 -0.04 0.41
H -2.035967 -2.464762 5.326839 0.12 -0.08 -0.17 0.41
H -0.644578 -0.728571 3.450274 -0.04 -0.09 0.09 -0.43
H -0.232898 -0.622632 5.128016 0.16 -0.26 -0.19 0.99
H 1.059844 -0.833880 3.924682 -0.34 -0.01 0.16 -0.25
H 1.320891 -4.882082 4.536711 -0.20 0.09 -0.33 0.27
H 1.744620 -6.593325 2.857162 -0.12 0.20 -0.11 0.42
H 1.138284 -6.175369 0.506980 0.06 0.32 0.18 0.34
H 1.577717 -5.746796 -1.356472 0.12 0.27 -0.08 0.49
H 1.591974 -4.408951 -2.512207 -0.03 -0.09 0.19 0.48
H 2.578444 -4.307800 -1.030797 -0.21 -0.15 -0.15 0.16
H -0.558842 -2.072826 -0.970094 0.01 0.07 -0.09 0.14
H 1.184389 -1.989252 -0.676026 -0.19 -0.02 -0.06 -1.38
H 0.595350 -2.458850 -2.268152 -0.14 -0.21 0.07 1.01
H -1.702862 -4.286281 -0.575230 0.08 -0.07 -0.14 0.26
H -1.014173 -4.613926 -2.189177 -0.04 -0.07 0.13 0.46
H -0.776669 -5.774050 -0.855484 -0.08 0.20 -0.08 0.40
H -2.250546 -2.319710 1.195623 0.10 0.16 -0.01 0.46
H -2.612418 0.352215 1.176210 0.18 -0.10 -0.04 1.40
```
Forces are in eV/Å.

Output
LUMO level = -0.1728 Ha
total charge = +1
frontier orbital gap = 4.65 eV
molecular weight = 893.30 g mol⁻¹
highest occupied orbital energy = -9.353 eV
energy above the lowest of the compared OMol25 structures with the same formula, charge and spin = 22.30 kcal per mole